Entry from the Open Molecules 2025 dataset: a molecular structure, C5H8Cl2N3 at a distorted geometry (ωB97M-V with the def2-TZVPD basis set).

Results
Max |F| = 0.1189 hartree/bohr
HOMO energy = -0.4927 Ha
LUMO energy = -4.01 eV
Calculated total energy = -34821.1047 eV
Charge = +1

Geometry (Å):
C (1.63, 0.56, -1.01)
C (0.13, -1.34, 0.58)
C (1.44, -1.72, 0.02)
C (-0.15, 0.60, 0.79)
C (-1.58, 0.89, 0.88)
N (-0.66, -2.19, 0.93)
N (2.06, -0.64, -0.78)
N (0.72, 1.13, -0.30)
Cl (2.48, -2.06, 1.48)
Cl (0.75, 0.70, 2.33)
H (2.02, 1.04, -1.81)
H (1.50, -2.68, -0.42)
H (-1.93, 1.90, 0.90)
H (-1.91, 0.36, 1.77)
H (-2.08, 0.42, -0.11)
H (-1.49, -1.76, 1.29)
H (2.78, -0.91, -1.41)
H (0.53, 2.09, -0.63)


Entry from the Open Molecules 2025 dataset: a single C5H8ClN3O2 molecule at a distorted geometry (ωB97M-V with the def2-TZVPD basis set).

Results
Max |F| = 0.0992 hartree/bohr
HOMO energy = -0.2742 Ha
SMILES = CNc1o[nH]ocnc1CCl
LUMO energy = 0.71 eV
Calculated total energy = -26396.8396 eV

Geometry (Å):
C (1.68, 2.17, -0.04)
C (-0.03, -0.25, -0.03)
C (-0.29, 1.05, 0.30)
C (-0.73, -2.62, -0.36)
C (-1.63, 1.15, 0.94)
N (0.43, 2.16, 0.21)
N (2.37, -0.05, -0.45)
N (-0.72, -1.38, 0.34)
O (1.11, -0.43, -0.90)
O (2.60, 1.38, -0.42)
Cl (-2.83, 0.81, -0.30)
H (2.15, 3.15, -0.20)
H (-0.39, -2.35, -1.39)
H (0.16, -3.15, 0.01)
H (-1.71, -3.01, -0.30)
H (-1.70, 2.12, 1.23)
H (-1.85, 0.58, 1.83)
H (3.00, -0.22, -1.23)
H (-1.61, -1.13, 0.75)